# 1
Molecular formula: C9H29F4N3O15S4
Method: DFT, ωB97M-V/def2-TZVPD

The geometry in XYZ format:
```
64
Properties=species:S:1:pos:R:3:forces:R:3:lowdin_charge:R:1
O -3.017584 1.008371 -1.185653 -2.17 -1.35 -0.74 -0.0455
H -4.795344 -1.725328 1.209482 1.95 -2.63 1.60 0.1117
H -3.988445 0.845251 -1.054478 1.06 -0.42 -0.81 0.0576
H -2.975159 1.631127 -0.499423 1.08 1.75 1.61 0.0006
O -4.156117 -3.211265 -2.292089 -1.37 -2.16 1.00 -0.0935
H -4.717777 -3.977624 -1.927029 1.43 1.49 -0.93 0.0766
H -4.723669 -2.493457 -2.012078 -0.14 0.68 -0.07 -0.0046
H -3.212235 -1.174667 2.822376 -2.05 1.59 0.14 0.0496
N 1.010724 5.639573 -1.062688 -1.27 -0.62 -0.31 -0.3112
S -0.296975 5.201797 -1.904982 0.93 1.46 -0.43 0.4780
O -0.000857 4.169281 -2.846201 -0.05 -0.65 1.09 -0.2857
O -0.904948 6.352440 -2.457736 -0.54 1.08 -0.49 -0.3000
F -1.390537 4.777747 -0.845240 0.48 -0.98 0.09 -0.1794
S 1.038950 5.864195 0.473216 0.07 -0.06 1.83 0.5245
O 2.206242 6.625297 0.816889 -0.12 -0.43 -0.15 -0.3254
O 0.749400 4.663438 1.258661 -0.18 1.92 -0.93 -0.3285
F -0.143920 7.004590 0.869327 0.75 -1.68 -0.68 -0.2571
N -6.770062 -1.246216 0.130637 0.62 -0.37 -0.41 -0.3271
S -7.751495 -2.223548 -0.553339 -1.71 -0.04 -0.43 0.5482
O -8.087624 -3.291483 0.345799 0.38 -0.13 -1.00 -0.2971
O -7.411591 -2.437155 -1.953946 -0.30 -0.02 2.03 -0.3059
F -9.209014 -1.443197 -0.609886 1.37 -0.17 -0.19 -0.2300
S -6.892971 0.014368 1.002228 0.23 -0.36 1.29 0.4642
O -7.442638 1.098750 0.292903 -0.29 1.25 -0.40 -0.2650
O -5.707766 0.151379 1.802163 -0.02 0.18 -0.72 -0.2917
F -7.980372 -0.298978 2.116546 -0.22 -0.32 -0.26 -0.1771
O -2.344975 -1.294805 3.161003 0.07 1.59 1.29 -0.0104
C -2.204278 -2.536342 2.695049 3.59 -3.84 -1.66 -0.3599
C -2.941471 -2.729374 1.372920 0.34 -0.68 -0.14 -0.2520
O -4.273715 -2.473965 1.759484 -2.55 2.15 -1.97 -0.1330
H -2.338166 -3.396095 3.412530 -0.78 0.80 -0.31 0.1243
H -1.139982 -2.673947 2.437498 0.15 -0.04 0.00 0.1083
H -2.759937 -3.800902 0.973612 -0.55 1.55 0.51 0.1337
H -2.587829 -1.995770 0.606019 -0.14 -0.57 0.58 0.1300
C 2.842572 -2.686681 -0.541642 0.26 0.57 -1.02 -0.1216
O 3.364026 -3.548225 -1.620140 -0.21 1.38 0.04 -0.1611
H 1.898349 -3.097086 -0.160208 0.18 0.20 -0.38 0.0778
H 3.536010 -2.629965 0.289694 0.40 -0.39 0.11 0.0537
H 2.733932 -1.610587 -0.852355 -0.36 -1.18 -0.02 0.0732
H 3.534205 -2.995700 -2.422290 -0.29 -0.59 1.28 0.0853
C 6.778397 -2.775741 -0.308305 -1.32 -0.18 -0.22 -0.1256
O 6.258713 -1.531725 -0.673618 -0.46 0.32 -0.78 -0.1944
C 6.518300 -0.491434 0.269825 -0.79 -1.09 -0.10 -0.2207
C 5.787005 0.761469 -0.156849 1.07 -0.60 0.60 -0.2432
N 4.411384 0.733987 0.230571 -0.88 -0.24 -0.54 -0.0460
C 3.684618 1.913137 -0.264720 -1.10 -1.39 0.48 -0.1875
C 2.220940 1.867360 0.162036 0.02 0.85 -1.24 -0.2125
O 1.553473 0.717543 -0.333991 0.97 0.67 -0.41 -0.1917
C 0.163602 0.880816 -0.432369 -0.64 -0.39 0.83 -0.1078
H 7.080849 -3.372255 -1.147921 -0.16 -0.03 -0.87 0.0800
H 6.056413 -3.376228 0.254087 0.00 0.10 0.20 0.0898
H 7.648115 -2.617967 0.236594 1.76 0.07 1.46 0.0536
H 7.580573 -0.358503 0.319259 0.89 0.39 -0.02 0.1050
H 6.192389 -0.850581 1.251851 -0.16 0.30 0.16 0.1264
H 6.039654 0.897985 -1.221137 -0.40 0.20 -0.07 0.1264
H 6.259027 1.552731 0.413563 0.18 0.54 -0.06 0.1164
H 3.953231 -0.101950 -0.158689 0.28 0.54 0.25 0.0891
H 3.760910 1.974150 -1.337902 0.05 0.30 -0.66 0.1159
H 4.046186 2.799636 0.206514 0.70 0.71 0.18 0.1137
H 1.728086 2.792746 -0.224227 0.27 -0.62 0.25 0.1093
H 2.215815 1.931971 1.231070 -0.35 -0.21 0.90 0.1161
H -0.258440 0.697519 0.564104 -0.31 0.39 -0.08 0.0966
H -0.190300 0.092914 -1.054339 -0.31 -0.71 -0.56 0.0713
H -0.235872 1.807149 -0.872064 0.68 0.10 0.23 0.0850
```
Forces are in eV/Å.

Frontier orbital gap = 9.0 eV
HOMO energy = -0.1947 hartree
Total charge = -2
Lowest unoccupied orbital energy = 0.13658 Ha
E_tot = -99196.590 eV

# 2
Molecular formula: C23H12Br2F3IN4O4SW
Method: DFT, ωB97M-V/def2-TZVPD

The geometry in XYZ format:
```
51
Properties=species:S:1:pos:R:3:forces:R:3:lowdin_charge:R:1
W 0.563516 -0.052186 -0.089465 0.58 -0.16 0.73 1.2777
O -3.043983 -1.646685 -1.455173 -0.04 0.07 0.09 0.1061
C -1.892801 -1.385670 -1.201794 0.09 -0.06 -0.25 -0.5889
O -1.441968 -0.680622 -0.201838 0.29 0.07 -0.08 -0.2473
C -0.766980 -2.016173 -1.994296 0.17 0.01 0.02 -0.1753
C -0.883120 -3.059952 -2.892078 0.09 0.14 -0.01 0.0307
C 0.285119 -3.682399 -3.322284 -0.04 -0.05 -0.04 -0.0150
C 1.517572 -3.307971 -2.799495 -0.01 0.14 0.01 0.0343
C 1.554728 -2.258553 -1.900089 -0.15 -0.06 -0.03 -0.1682
N 0.433266 -1.616202 -1.574348 0.02 0.26 0.42 -0.0009
C 2.738160 -1.887929 -1.026086 -0.02 -0.12 -0.09 -0.6120
O 3.803912 -2.427918 -1.187560 0.04 0.12 0.05 0.1046
O 2.401878 -1.069408 -0.063426 -0.34 0.02 0.02 -0.2765
H -1.869305 -3.374822 -3.201059 0.00 -0.02 -0.03 0.1278
H 0.229432 -4.502994 -4.025235 -0.01 -0.01 -0.01 0.1149
H 2.436340 -3.822859 -3.039718 0.01 0.00 -0.01 0.1287
F -1.353789 5.058763 -0.300023 0.04 0.01 0.01 0.1246
C -2.459405 4.455565 -0.770781 0.06 0.00 -0.03 -0.6106
F -3.150119 4.014390 0.292645 -0.03 -0.03 0.04 0.1294
F -3.203981 5.418435 -1.342687 -0.09 0.07 -0.07 0.1282
C -2.139220 3.353820 -1.742259 0.03 -0.07 0.13 -0.1176
C -2.594677 3.420283 -3.044649 -0.02 0.10 0.01 0.0004
C -2.290261 2.402240 -3.932068 0.03 -0.08 -0.04 -0.0455
C -1.540948 1.339176 -3.461004 -0.09 0.12 0.05 -0.1273
N -1.102914 1.256969 -2.209758 -0.14 0.08 -0.05 -0.0317
C -1.376810 2.242728 -1.348122 0.06 -0.24 -0.11 -0.6387
S -0.686263 2.062948 0.250789 -0.09 -0.05 -0.12 0.6547
H -3.179929 4.271663 -3.362953 0.00 0.00 0.00 0.1223
H -2.628129 2.436001 -4.957403 0.01 -0.02 -0.01 0.1037
H -1.275873 0.512512 -4.111504 0.00 0.00 -0.01 0.1139
Br 2.813427 3.026014 5.690760 -0.01 -0.01 -0.04 0.8095
C 2.263673 2.198136 4.095122 0.02 0.04 0.00 -0.6588
C 2.469055 2.817114 2.875849 0.02 0.00 0.09 -0.0615
C 2.028312 2.173608 1.737621 -0.05 -0.08 -0.06 -0.1611
N 1.432919 0.975567 1.771613 -0.12 -0.15 -0.28 -0.0713
C 1.256459 0.366915 2.958159 0.15 0.19 -0.07 -0.1773
C 1.652897 0.957901 4.148071 0.00 0.01 -0.09 -0.0396
C 0.652851 -0.974884 2.900147 0.00 -0.23 -0.14 -0.1597
C 0.487169 -1.776503 4.021702 -0.01 0.02 -0.08 -0.0341
C -0.023946 -3.049192 3.858057 -0.02 -0.05 -0.06 -0.6596
Br -0.260364 -4.156694 5.356122 0.00 0.01 -0.03 0.8149
C -0.352152 -3.504557 2.590222 0.02 0.02 0.12 -0.0618
C -0.172872 -2.641168 1.532307 -0.03 0.04 -0.03 -0.0644
N 0.311516 -1.404508 1.673567 -0.15 0.18 -0.02 0.0009
H 2.948368 3.781074 2.798940 0.00 0.01 0.02 0.1176
H 2.145375 2.613759 0.756390 -0.01 0.00 0.01 0.0094
H 1.496549 0.479788 5.101454 -0.01 -0.04 -0.01 0.1039
H 0.755472 -1.429758 5.006424 0.01 0.03 0.00 0.1057
H -0.746089 -4.495463 2.424311 0.00 -0.01 0.02 0.1160
H -0.435615 -2.949054 0.530300 0.00 0.03 0.01 0.1214
I 2.193552 1.538758 -1.813417 -0.25 -0.25 0.06 0.3034
```
Forces are in eV/Å.

Frontier orbital gap (alpha / beta) = 6.2 / 6.2 eV
HOMO energy (alpha / beta) = -0.2812 / -0.2887 hartree
ΔE to the lowest compared entry with this formula, charge and spin = 0.0 kcal/mol
Lowest unoccupied orbital energy (alpha / beta) = -0.05339 / -0.06252 Ha
2S+1 = 3
E_tot = -207200.045 eV

# 3
Molecular formula: C23H33CoN4S2Si2
Method: DFT, ωB97M-V/def2-TZVPD

The geometry in XYZ format:
```
65
Properties=species:S:1:pos:R:3:forces:R:3:lowdin_charge:R:1
Co -0.584721 -1.271197 0.109885 0.10 -0.61 -0.79 0.3487
C 1.126331 -5.648149 2.238762 -0.11 0.14 -0.29 -0.4058
S 1.318586 -5.451511 0.451094 0.04 -0.04 -0.01 0.8840
C 0.403364 -4.014452 0.103824 -0.48 0.06 0.03 -1.0373
S -0.524468 -3.188297 1.323889 0.50 0.52 -0.08 0.7145
N 0.380255 -3.680113 -1.159716 0.74 -0.61 -0.18 -0.0594
N -0.323837 -2.564069 -1.378086 -0.42 1.44 1.36 -0.1003
C -0.898934 -2.302684 -2.496947 0.22 -0.17 0.13 -0.0218
C -1.816489 -1.186682 -2.466672 -0.56 0.62 -0.42 -0.2551
C -2.567098 -0.789956 -3.566950 0.59 -0.50 0.14 -0.0021
C -3.529665 0.193063 -3.416016 -0.27 0.44 0.42 -0.0449
C -3.709727 0.768776 -2.165793 -0.07 -0.15 -0.66 -0.0323
C -2.904534 0.350495 -1.120262 0.32 0.38 0.48 -0.1078
N -1.978544 -0.601054 -1.254146 0.08 -0.41 0.07 0.0292
H 1.773772 -6.478807 2.513010 -0.02 0.00 -0.02 0.0403
H 0.091401 -5.875170 2.478562 0.02 -0.06 0.09 0.0297
H 1.439921 -4.741143 2.742843 0.07 0.04 0.10 0.0091
H -0.798630 -2.940441 -3.368847 0.09 -0.06 0.10 0.1410
H -2.386636 -1.264705 -4.522442 -0.06 0.00 0.00 0.1191
H -4.135070 0.509507 -4.254501 0.02 -0.03 -0.02 0.1151
H -4.457912 1.530790 -2.002332 0.03 0.02 0.04 0.1183
H -3.007534 0.792418 -0.139263 -0.08 -0.14 -0.06 0.0826
C 1.228755 -0.454403 0.610515 -0.44 -0.73 -0.34 -0.0858
C 2.243002 -1.407100 1.048628 0.34 -0.47 0.24 -0.3090
C 3.073650 -2.066293 0.132823 -0.21 0.21 0.05 -0.0430
C 4.060734 -2.931358 0.556917 0.14 -0.15 0.06 -0.0336
C 4.253998 -3.162652 1.918739 -0.37 0.32 -0.14 -0.2436
C 3.424222 -2.524222 2.847687 0.09 -0.16 0.01 -0.0337
C 2.432741 -1.674368 2.414479 -0.10 0.11 -0.19 -0.0513
C 5.289031 -4.036259 2.366103 0.29 -0.25 0.12 -0.1926
N 6.126732 -4.733651 2.734638 -0.07 0.02 -0.03 0.1517
H 1.497990 0.032293 -0.323309 -0.06 0.12 0.03 0.0557
H 0.990842 0.271792 1.381940 -0.10 0.09 -0.04 0.0664
H 2.932922 -1.889928 -0.927164 0.02 0.00 0.00 0.1191
H 4.683061 -3.443377 -0.164808 0.03 0.02 0.01 0.1227
H 3.559625 -2.713652 3.904697 0.04 0.01 -0.01 0.1212
H 1.775611 -1.202554 3.135448 0.04 0.03 0.01 0.1171
C -0.425488 3.856707 2.396354 -0.28 -0.17 0.14 -0.1934
Si -1.482489 2.562985 1.511031 0.46 0.04 -0.74 0.4034
C -1.702112 1.005563 2.584079 0.05 0.25 0.09 -0.1713
C -3.202561 3.326811 1.237364 0.17 0.01 0.21 -0.1894
C -0.730300 2.032125 -0.087451 -0.21 0.09 0.10 -0.2775
Si 0.066436 2.870798 -1.528240 -0.39 -0.21 0.50 0.4125
C 1.226410 4.268395 -1.003190 -0.07 -0.12 -0.24 -0.1932
C -1.278161 3.597925 -2.655424 0.33 0.08 0.00 -0.1857
C 1.008532 1.583660 -2.557230 0.00 0.12 0.03 -0.1805
H -0.791963 4.038962 3.410365 0.01 0.06 0.01 0.0233
H -0.457503 4.805800 1.856590 0.00 -0.01 -0.03 0.0225
H 0.618214 3.546503 2.464838 -0.01 -0.05 -0.03 0.0238
H -2.633307 1.032806 3.154241 -0.01 -0.04 0.01 0.0316
H -0.886079 0.887422 3.300758 0.03 -0.03 -0.04 0.0284
H -1.725904 0.096969 1.969159 -0.06 -0.08 -0.07 -0.0090
H -3.483982 3.947327 2.092686 -0.07 -0.01 0.00 0.0245
H -3.974501 2.563276 1.115764 -0.01 -0.02 -0.02 0.0155
H -3.212547 3.958869 0.347577 0.05 0.00 -0.01 0.0186
H -0.759802 0.954821 -0.209195 -0.24 0.00 -0.24 -0.0996
H 0.663497 5.110647 -0.594942 -0.02 0.00 0.01 0.0210
H 1.804648 4.635868 -1.855030 0.00 0.06 0.00 0.0233
H 1.930230 3.936820 -0.237982 -0.02 -0.06 0.00 0.0241
H -1.932710 4.277863 -2.106379 0.00 0.00 0.03 0.0201
H -1.895515 2.801406 -3.075348 0.01 -0.03 0.02 0.0037
H -0.831328 4.154657 -3.484558 -0.04 0.02 -0.03 0.0249
H 2.049857 1.483864 -2.241524 -0.01 0.00 0.03 0.0257
H 1.013952 1.852616 -3.616212 0.02 0.04 0.00 0.0270
H 0.541729 0.597644 -2.475332 -0.05 0.02 0.01 0.0000
```
Forces are in eV/Å.

Frontier orbital gap (alpha / beta) = 4.0 / 4.0 eV
HOMO energy (alpha / beta) = -0.2277 / -0.2315 hartree
Lowest unoccupied orbital energy (alpha / beta) = -0.08123 / -0.08533 Ha
E_tot = -105396.402 eV